(1)
A structure of composition C29H31LiN7O2Se, computed with the ωB97M-V functional and the def2-TZVPD basis.

```
71
Properties=species:S:1:pos:R:3:forces:R:3
Li -0.855 0.890 1.050 0.094 0.112 0.046
C 2.481 3.308 -3.955 0.000 0.001 -0.030
C 2.180 2.717 -2.609 -0.086 0.055 0.108
C 2.729 1.560 -2.171 0.018 -0.047 0.073
C 2.491 1.060 -0.843 0.023 -0.062 -0.066
C 3.016 -0.093 -0.289 0.061 -0.014 0.029
N 3.486 -1.188 -0.882 -0.011 0.086 -0.043
C 3.091 -1.674 -2.202 -0.007 0.023 0.047
C 2.048 -2.777 -2.040 0.010 0.036 -0.010
C 0.699 -2.191 -1.621 -0.043 -0.074 0.009
N -0.237 -3.261 -1.293 -0.034 0.036 -0.017
C -0.563 -3.760 -0.116 -0.039 0.017 0.039
C -0.503 -3.280 1.199 0.051 -0.114 -0.114
C -0.633 -4.317 2.183 0.007 -0.001 0.007
C -0.638 -4.077 3.517 0.018 0.103 -0.027
C -0.722 -5.161 4.552 0.005 -0.030 0.012
C -0.609 -2.713 3.905 0.026 -0.068 0.090
C -0.583 -1.659 3.035 -0.005 0.109 -0.026
C -0.782 -0.335 3.649 0.027 -0.106 -0.056
N -1.167 0.723 3.070 -0.059 0.097 0.010
C -1.506 1.846 3.951 0.027 -0.045 -0.046
C -1.100 3.211 3.413 0.004 -0.033 0.031
C -1.678 3.546 2.035 -0.014 0.030 -0.092
N -0.823 2.934 1.035 -0.109 0.112 0.076
C -0.033 3.654 0.364 0.072 -0.104 0.001
C 0.983 2.989 -0.475 0.032 0.052 0.089
C 1.277 3.409 -1.726 0.029 0.001 -0.158
C 1.654 1.805 0.093 -0.065 0.095 -0.051
O 1.462 1.434 1.257 -0.071 -0.100 0.009
C -0.479 -1.885 1.601 -0.031 0.114 0.083
O -0.434 -0.937 0.782 -0.068 -0.177 -0.136
H 3.162 2.674 -4.520 0.002 -0.008 -0.007
H 2.941 4.293 -3.861 0.004 0.008 0.016
H 1.568 3.436 -4.542 -0.008 -0.001 -0.005
H 3.449 1.054 -2.804 -0.011 -0.029 -0.012
H 3.008 -0.131 0.797 0.009 0.022 0.001
H 3.838 -1.899 -0.259 0.011 -0.001 -0.014
H 3.965 -2.022 -2.751 0.007 -0.037 0.047
H 2.662 -0.843 -2.754 0.022 -0.014 -0.044
H 2.382 -3.494 -1.283 0.029 -0.013 -0.022
H 1.956 -3.328 -2.980 -0.034 0.014 -0.005
H 0.272 -1.615 -2.444 -0.003 0.032 0.000
H 0.770 -1.533 -0.759 0.025 -0.002 0.024
H -0.494 -3.843 -2.077 0.039 -0.016 0.007
H -0.969 -4.765 -0.206 -0.012 0.011 0.008
H -0.699 -5.341 1.831 -0.002 -0.007 -0.008
H -0.793 -6.143 4.086 0.000 -0.001 -0.003
H -1.595 -5.029 5.192 -0.007 0.007 0.002
H 0.158 -5.161 5.197 0.009 0.006 0.001
H -0.661 -2.487 4.967 -0.013 -0.017 0.000
H -0.651 -0.338 4.739 -0.029 -0.016 -0.002
H -1.062 1.699 4.943 -0.024 -0.001 0.005
H -2.593 1.826 4.078 -0.007 0.016 -0.034
H -0.011 3.273 3.358 -0.004 0.042 0.012
H -1.434 3.962 4.131 -0.019 -0.022 0.017
H -1.751 4.631 1.898 0.059 0.000 0.004
H -2.681 3.122 1.936 -0.035 0.042 0.000
H -0.055 4.748 0.416 0.007 0.005 -0.015
H 0.783 4.300 -2.105 0.014 0.014 -0.002
Se -5.594 1.644 -2.265 0.099 -0.019 -0.032
N -4.630 1.370 -3.728 0.008 0.007 0.141
C -3.388 1.202 -3.315 0.003 -0.003 -0.232
C -2.264 0.968 -4.172 -0.103 0.012 0.019
C -1.059 0.826 -3.580 0.041 0.019 0.102
C -0.945 0.903 -2.146 0.010 -0.002 -0.236
N -1.921 1.121 -1.325 0.031 -0.192 0.114
C -3.165 1.277 -1.895 0.053 0.081 0.358
N -4.227 1.512 -1.150 -0.036 -0.020 -0.112
H -2.404 0.918 -5.243 -0.021 0.008 -0.005
H -0.161 0.665 -4.163 0.009 -0.008 0.009
H 0.041 0.768 -1.713 0.015 -0.022 0.017
```
Positions in Å, forces in eV/Å.

Net charge: +1
E_HOMO: -10.17 eV
E_tot: -4066.262460 a.u.
HOMO-LUMO gap: 0.2584 hartree
Strongest force on any atom: 0.4 eV Å⁻¹

(2)
The molecule C29H31NO7 at a distorted geometry, computed with the ωB97M-V functional and the def2-TZVPD basis.

```
68
Properties=species:S:1:pos:R:3:forces:R:3
C 4.385 3.884 -0.885 -0.140 -0.169 -0.102
C 3.602 2.578 -0.931 0.170 0.114 0.224
C 3.892 1.720 0.298 -0.099 -0.068 -0.255
H 3.658 2.300 1.190 0.082 -0.025 0.059
H 4.957 1.476 0.320 0.044 0.011 0.053
C 3.090 0.408 0.301 0.182 0.172 0.205
C 1.626 0.648 0.523 -0.071 -0.156 -0.362
C 0.800 0.762 -0.551 0.144 -0.122 0.030
C -0.604 0.997 -0.452 -0.368 0.172 -0.057
C -1.451 1.248 -1.525 0.591 0.188 0.064
C -2.878 1.315 -1.312 -0.038 -0.083 0.363
O -3.702 1.774 -2.076 -0.080 -0.088 0.049
C -3.353 0.616 0.002 -0.958 0.315 -0.013
C -2.530 1.150 1.163 0.134 0.288 0.135
O -2.993 1.757 2.100 0.053 -0.076 -0.211
C -1.082 1.010 0.904 0.603 0.109 0.349
C -0.220 0.933 1.945 -0.463 -0.012 -0.405
N 1.123 0.774 1.798 -0.194 -0.024 -0.315
C 1.900 0.754 3.019 0.295 0.404 0.580
H 1.427 0.050 3.711 0.093 -0.004 -0.096
H 2.913 0.411 2.817 -0.109 -0.049 0.033
C 1.965 2.145 3.692 -0.013 -0.236 0.029
O 3.038 2.937 3.249 -0.136 0.185 -0.134
C 4.260 2.694 3.905 0.014 -0.016 0.020
H 4.626 1.675 3.737 0.024 -0.007 -0.008
H 4.975 3.402 3.492 0.064 -0.057 0.049
H 4.165 2.861 4.984 0.010 -0.008 -0.023
H 1.059 2.707 3.450 0.019 -0.108 0.107
H 2.019 2.016 4.781 -0.028 -0.001 -0.046
H -0.605 0.964 2.952 0.009 0.016 0.120
C -4.846 0.781 0.234 0.416 -0.115 -0.099
H -5.146 0.208 1.109 0.000 0.009 0.088
H -5.393 0.440 -0.641 0.006 0.022 -0.037
H -5.063 1.832 0.405 -0.070 0.031 0.013
O -3.053 -0.770 -0.270 -0.060 0.101 -0.154
C -2.695 -1.548 0.747 0.171 -0.318 0.497
O -2.502 -1.135 1.871 -0.273 -0.276 -0.147
C -2.531 -2.958 0.347 -0.005 -0.198 -0.170
C -2.203 -3.900 1.325 -0.044 0.134 -0.143
C -2.047 -5.224 0.990 0.004 -0.174 -0.142
C -2.213 -5.643 -0.336 -0.007 0.247 0.117
C -2.538 -4.702 -1.313 0.041 -0.402 -0.143
C -2.696 -3.374 -0.970 0.018 0.174 0.319
H -2.947 -2.648 -1.727 -0.019 0.035 -0.076
H -2.672 -4.997 -2.342 -0.001 -0.053 -0.078
O -2.037 -6.966 -0.561 0.027 0.146 0.294
C -2.203 -7.464 -1.868 -0.028 -0.080 -0.238
H -2.020 -8.535 -1.799 -0.022 0.080 -0.053
H -1.484 -7.019 -2.562 -0.038 -0.005 0.030
H -3.219 -7.294 -2.236 0.043 0.009 0.013
H -1.797 -5.966 1.731 0.028 -0.078 0.094
H -2.082 -3.567 2.344 0.017 0.007 0.089
C -0.976 1.530 -2.865 -0.836 -0.278 -0.604
C -1.651 1.520 -4.061 0.242 -0.079 0.601
C -0.722 1.911 -5.050 0.632 0.121 0.137
C 0.451 2.133 -4.400 -0.218 0.060 -0.872
O 0.313 1.905 -3.080 0.080 0.071 0.400
H 1.419 2.442 -4.741 0.151 0.033 0.044
H -0.905 2.013 -6.101 0.040 0.052 -0.220
H -2.681 1.273 -4.205 -0.198 -0.005 0.062
H 1.228 0.649 -1.532 0.129 -0.008 0.037
H 3.495 -0.275 1.051 -0.039 -0.056 -0.059
H 3.211 -0.076 -0.670 -0.075 -0.047 0.062
H 2.535 2.799 -0.978 -0.030 -0.041 -0.090
H 3.868 2.024 -1.835 -0.084 -0.060 -0.061
H 4.168 4.490 -1.761 0.034 0.126 -0.053
H 4.117 4.454 0.002 0.005 0.110 0.091
H 5.456 3.690 -0.858 0.129 0.037 0.010
```
Positions in Å, forces in eV/Å.

SMILES: CCCCC1=CC2=C(c3ccco3)C(=O)[C@@](C)(OC(=O)c3ccc(OC)cc3)C(=O)C2=CN1CCOC
Net charge: 0
E_HOMO: -6.71 eV
E_tot: -1705.076342 a.u.
HOMO-LUMO gap: 0.2514 hartree
Strongest force on any atom: 1.1 eV Å⁻¹
Energy above the lowest of the compared OMol25 structures with the same formula, charge and spin: 9.0 kcal per mole

(3)
A structure of composition C29H32AsIN2O2PSTi, computed with the ωB97M-V functional and the def2-TZVPD basis.

```
70
Properties=species:S:1:pos:R:3:forces:R:3
Ti -1.008 -1.316 -1.111 -0.016 -0.088 0.029
C -2.883 1.588 1.440 -0.027 -0.023 -0.022
C -2.362 0.359 0.759 0.043 0.017 0.015
N -1.581 0.507 -0.428 -0.024 -0.002 0.089
O 0.847 -0.070 -1.044 -0.115 0.041 0.087
C -2.564 -0.903 1.159 -0.028 -0.040 0.006
C -3.110 -1.402 2.456 -0.031 0.025 -0.020
N -2.294 -1.882 0.158 0.093 0.044 -0.013
O -1.012 -2.519 0.286 0.026 0.077 -0.069
H -2.167 2.409 1.403 0.012 -0.006 -0.005
H -3.127 1.381 2.480 0.006 0.014 -0.001
H -3.793 1.936 0.947 -0.001 0.014 0.016
H 1.672 -0.575 -1.178 -0.004 -0.004 0.010
H -3.128 -0.624 3.218 -0.017 -0.010 -0.004
H -2.481 -2.217 2.823 0.009 0.004 0.005
H -4.120 -1.801 2.340 0.000 -0.004 -0.011
I -2.141 -1.584 -3.466 -0.006 -0.017 -0.011
C -1.931 1.614 -1.243 0.037 0.049 -0.030
C -3.160 1.690 -1.849 -0.030 -0.015 -0.003
C -3.545 2.822 -2.587 0.004 0.009 0.001
C -2.700 3.888 -2.699 0.016 -0.021 0.015
C -1.426 3.850 -2.087 -0.013 0.050 -0.030
C -0.557 4.967 -2.150 0.014 -0.002 0.003
C 0.665 4.956 -1.543 -0.027 -0.025 -0.003
C 1.098 3.795 -0.881 0.032 0.012 0.017
C 0.286 2.682 -0.799 -0.078 -0.056 -0.009
P 0.998 1.232 -0.066 0.142 -0.075 -0.040
C 0.597 0.798 1.605 -0.044 0.022 -0.012
C 0.728 -0.529 2.002 -0.024 -0.048 0.076
C 0.437 -0.879 3.310 0.048 0.018 -0.014
C 0.037 0.093 4.216 -0.016 -0.026 0.033
C -0.075 1.419 3.821 0.001 0.039 0.000
C 0.202 1.778 2.512 0.028 0.024 -0.062
C 2.786 1.428 -0.131 -0.009 0.007 -0.010
C 3.405 1.528 -1.382 0.015 -0.004 -0.038
C 4.780 1.647 -1.467 -0.003 0.005 0.026
C 5.544 1.680 -0.305 -0.002 0.000 -0.004
C 4.935 1.588 0.937 0.005 0.004 -0.004
C 3.556 1.457 1.029 -0.021 -0.002 0.022
C -1.023 2.695 -1.374 0.006 -0.016 0.018
H -3.838 0.851 -1.743 -0.002 0.005 -0.003
H -4.519 2.847 -3.056 -0.002 -0.011 0.004
H -2.991 4.774 -3.249 0.004 0.005 0.003
H -0.889 5.844 -2.692 0.000 0.003 0.002
H 1.314 5.819 -1.585 0.001 0.001 -0.001
H 2.089 3.783 -0.448 -0.002 0.005 -0.003
H 1.026 -1.294 1.296 0.009 -0.014 0.004
H 0.520 -1.912 3.621 0.001 -0.003 -0.004
H -0.190 -0.184 5.237 0.002 0.001 -0.001
H -0.384 2.175 4.531 0.000 -0.004 0.002
H 0.108 2.810 2.198 -0.011 0.002 0.000
H 2.811 1.525 -2.290 -0.008 -0.002 0.006
H 5.256 1.721 -2.435 0.000 -0.001 -0.001
H 6.619 1.778 -0.372 -0.001 -0.002 0.002
H 5.532 1.614 1.839 0.003 0.000 -0.002
H 3.087 1.377 2.000 -0.004 -0.004 -0.003
C 0.779 -4.978 0.735 -0.005 0.021 -0.007
As 0.398 -4.707 -1.127 -0.059 -0.056 -0.001
C 1.395 -6.040 -2.084 0.001 -0.017 0.023
C -1.455 -5.085 -1.453 0.007 0.017 0.010
S 1.030 -2.827 -1.892 0.032 0.081 -0.065
H 0.511 -5.997 1.011 0.009 -0.007 -0.011
H 0.190 -4.263 1.303 -0.001 -0.001 0.001
H 1.842 -4.814 0.896 0.001 -0.010 0.002
H 1.113 -7.033 -1.736 0.001 0.002 0.003
H 2.457 -5.874 -1.919 0.001 -0.001 -0.003
H 1.174 -5.941 -3.145 -0.001 0.005 -0.001
H -1.636 -6.141 -1.255 0.019 -0.005 -0.001
H -1.669 -4.854 -2.495 -0.002 -0.005 -0.002
H -2.068 -4.462 -0.806 0.004 0.005 -0.004
```
Positions in Å, forces in eV/Å.

Net charge: +1
E_HOMO: -9.94 eV
E_tot: -5506.655664 a.u.
HOMO-LUMO gap: 0.2615 hartree
Strongest force on any atom: 0.2 eV Å⁻¹
Energy above the lowest of the compared OMol25 structures with the same formula, charge and spin: 0.0 kcal per mole